[1]
134
Properties=species:S:1:pos:R:3:lowdin_spin:R:1 method="wB97M-V/def2-TZVPD" e_homo_ev="0.1 / -2.7" fmax_ha_per_bohr=0.0696 multiplicity=3 gap_ev="3.35 / 6.15" charge=-2 lumo_ev="3.44 / 3.44"
Ti 0.74981 -1.28869 0.38854 0.9685
Cl -0.34063 4.78273 5.01788 -0.0001
C -0.00844 3.47280 3.90378 -0.0004
C 0.04821 3.71741 2.56008 0.0006
C 0.30263 2.67523 1.67240 -0.0005
Cl 0.50891 3.12138 0.01859 0.0000
C 0.47698 1.32975 2.07729 0.0008
O 0.70063 0.31612 1.26494 0.0044
C 0.50840 1.18654 3.49394 -0.0002
Cl 0.95567 -0.33745 4.15985 0.0036
C 0.24809 2.21481 4.38366 0.0006
H -0.09857 4.71852 2.17418 0.0001
H 0.26276 2.02469 5.44983 0.0000
C 5.24509 1.42356 -1.05882 0.0000
C 4.19194 1.18187 0.01969 0.0001
C 4.69504 0.13892 1.00493 0.0010
C 3.90604 2.48011 0.76246 0.0000
O 2.94944 0.72137 -0.53483 0.0017
Si 2.41676 0.28854 -2.03481 0.0031
S 0.35823 0.30374 -1.96585 0.0090
O 3.11207 1.24761 -3.20769 0.0004
C 2.68851 2.37395 -3.98165 0.0000
C 2.10471 3.46933 -3.09678 0.0000
C 1.65231 1.96335 -5.02968 -0.0001
C 3.94077 2.88749 -4.68061 0.0000
O 3.15452 -1.18076 -2.26511 0.0002
C 3.62820 -1.88812 -3.42680 0.0000
C 3.78156 -3.34224 -3.00383 0.0000
C 4.98578 -1.32054 -3.84379 0.0000
C 2.65004 -1.78960 -4.59272 0.0000
H 6.19639 1.69178 -0.59111 0.0000
H 4.93602 2.22941 -1.73107 0.0000
H 5.38362 0.52015 -1.66236 0.0000
H 5.51345 0.54100 1.61080 0.0001
H 5.04409 -0.74968 0.47950 0.0000
H 3.87976 -0.15984 1.66812 0.0009
H 4.83033 2.87351 1.19871 0.0000
H 3.18656 2.30115 1.56589 0.0000
H 3.48121 3.22525 0.08258 0.0000
H 1.15455 3.13012 -2.67671 0.0000
H 1.93119 4.37865 -3.68540 0.0000
H 2.78786 3.70363 -2.27013 0.0000
H 0.80738 1.47816 -4.53523 0.0000
H 2.09038 1.26504 -5.74996 0.0000
H 1.29520 2.84839 -5.56964 0.0000
H 4.68057 3.20205 -3.93637 0.0000
H 3.70034 3.73657 -5.32743 0.0000
H 4.38095 2.09051 -5.28479 0.0000
H 4.47448 -3.41817 -2.16064 -0.0001
H 4.15919 -3.94920 -3.83421 0.0000
H 2.81338 -3.73591 -2.67801 0.0000
H 5.70870 -1.44454 -3.02884 0.0000
H 4.89002 -0.25654 -4.06373 0.0000
H 5.36508 -1.84324 -4.72848 0.0000
H 1.70078 -2.24795 -4.32809 0.0000
H 3.05984 -2.30045 -5.46964 0.0000
H 2.46392 -0.74048 -4.84573 0.0000
C -3.55750 -1.79411 1.36662 0.0414
C -3.43326 -2.42511 2.60107 -0.0016
C -2.18206 -2.80640 3.06060 0.0325
C -1.03576 -2.53856 2.30103 0.0147
C -1.12821 -1.80910 1.09491 0.0453
C -2.40845 -1.48937 0.64054 0.0005
C 0.29423 -3.03307 2.65647 0.1814
C 0.55399 -3.84515 3.74259 0.0308
C 1.80651 -4.39756 3.94823 0.2243
C 2.82048 -4.21514 2.95722 0.0140
C 4.06302 -4.86017 3.00489 0.0653
C 5.00873 -4.68601 2.00614 0.0260
C 4.71885 -3.85612 0.93018 0.0576
C 3.49561 -3.20542 0.85407 0.0429
C 2.52696 -3.34863 1.86081 0.0278
N 1.31004 -2.67030 1.77766 0.1685
H -4.54164 -1.52107 0.99238 0.0034
H -4.31555 -2.62779 3.20029 -0.0014
H -2.10581 -3.31930 4.01611 0.0016
H -2.50911 -0.99687 -0.31735 -0.0008
H -0.24275 -4.05412 4.44676 -0.0043
H 2.00833 -5.02581 4.81195 0.0168
H 4.26939 -5.52563 3.83886 0.0019
H 5.95854 -5.20646 2.05675 0.0005
H 5.45187 -3.72329 0.14197 0.0043
H 3.26486 -2.58469 0.00065 0.0026
C -2.12204 4.16985 -3.55083 0.0000
C -3.03656 4.87765 -2.52915 0.0000
C -2.10116 5.55879 -1.51307 0.0000
C -3.83894 5.96827 -3.26444 0.0000
Si -4.19691 3.61129 -1.66610 0.0000
Br -3.00265 2.73476 0.03127 0.0001
C -4.77523 2.20761 -2.82030 0.0000
C -3.58965 1.29277 -3.18991 0.0001
C -5.39842 2.74967 -4.11912 0.0000
C -5.81835 1.32536 -2.10930 0.0000
C -5.66834 4.47059 -0.74303 0.0000
C -5.13170 5.65557 0.08379 0.0000
C -6.74118 4.99213 -1.71804 0.0000
C -6.36364 3.52032 0.25502 0.0000
H -1.38772 4.89588 -3.93064 0.0000
H -2.67726 3.78434 -4.41083 0.0000
H -1.56515 3.33956 -3.09326 0.0001
H -1.55712 6.37017 -2.02365 0.0000
H -1.36538 4.85632 -1.12593 0.0000
H -2.63041 5.98877 -0.65797 0.0000
H -3.14350 6.61784 -3.81466 0.0000
H -4.40293 6.60146 -2.57167 0.0000
H -4.54496 5.54365 -3.99032 0.0000
H -2.89358 1.76195 -3.88913 0.0000
H -3.97615 0.38061 -3.66859 0.0000
H -3.01141 0.99274 -2.31489 0.0001
H -4.68947 3.35527 -4.69398 0.0000
H -6.28905 3.35901 -3.93251 0.0000
H -5.69712 1.90216 -4.75106 0.0000
H -5.46642 0.98761 -1.12812 0.0000
H -6.00242 0.43069 -2.71833 0.0000
H -6.77450 1.84149 -1.98518 0.0000
H -4.69795 6.44183 -0.54284 0.0000
H -4.37320 5.32447 0.79990 0.0000
H -5.96074 6.10347 0.65275 0.0000
H -6.33485 5.69614 -2.45363 0.0000
H -7.52897 5.51462 -1.15308 0.0000
H -7.21895 4.16986 -2.26101 0.0000
H -5.64976 3.02604 0.91779 0.0000
H -6.95439 2.75241 -0.24255 0.0000
H -7.04855 4.11149 0.88110 0.0000
N -0.57765 -2.72525 -2.81246 0.0004
C -0.13970 -3.31309 -1.68399 0.0020
O 0.62850 -2.66100 -0.90934 0.0068
C -0.50172 -4.64661 -1.42832 -0.0002
C -1.29682 -5.34802 -2.38067 -0.0001
N -1.93009 -5.88067 -3.18795 -0.0002
C -0.09064 -5.32575 -0.23640 0.0004
N 0.21659 -5.93040 0.69621 0.0000
H -1.40888 -3.12252 -3.22185 0.0001
H -0.51318 -1.70711 -2.78014 0.0003

[2]
54
Properties=species:S:1:pos:R:3:nbo_charge:R:1 method="wB97M-V/def2-TZVPD" e_homo_ev=-8.3 fmax_ha_per_bohr=0.0110 gap_ev=9.12 smiles="CC(=O)N(CCCN(C)C)CC[C@H](C)CCC=C(C)C" lumo_ev=0.83
C -0.59980 -2.46636 1.66206 -0.7150
C 0.46676 -1.76086 0.85013 0.6883
O 1.15232 -2.36806 0.04512 -0.6502
N 0.64716 -0.43769 1.07635 -0.4492
C 1.76693 0.19878 0.40170 -0.2253
C 3.09109 -0.11906 1.10027 -0.4088
C 4.28071 0.42246 0.31064 -0.2153
N 4.26663 0.01764 -1.08415 -0.4403
C 5.30844 0.69814 -1.82308 -0.4039
C 4.36427 -1.42054 -1.25081 -0.4315
C -0.13532 0.34878 2.00386 -0.2096
C -1.44515 0.87425 1.39712 -0.4035
C -1.26229 1.89921 0.27131 -0.2331
C -0.85312 3.25987 0.83471 -0.6018
C -2.55568 2.03232 -0.54777 -0.3679
C -2.64437 1.03938 -1.71666 -0.4367
C -2.67688 -0.40295 -1.30335 -0.2117
C -3.74871 -1.09560 -0.93325 0.0289
C -3.65221 -2.54987 -0.57276 -0.6363
C -5.13223 -0.52743 -0.81873 -0.6516
H -1.56906 -1.98924 1.56213 0.2251
H -0.66527 -3.49220 1.30902 0.2425
H -0.31675 -2.47861 2.71336 0.2257
H 1.60853 1.27639 0.37446 0.1936
H 1.81815 -0.17880 -0.62138 0.2422
H 3.17381 -1.19977 1.21119 0.2167
H 3.10299 0.32242 2.10025 0.2008
H 5.21511 0.10817 0.81475 0.1636
H 4.24592 1.51676 0.32745 0.1883
H 5.23493 0.42560 -2.87477 0.1989
H 6.32116 0.44698 -1.46666 0.1586
H 5.16975 1.77551 -1.73488 0.1951
H 5.26315 -1.83895 -0.77053 0.1576
H 3.48149 -1.90412 -0.83936 0.2293
H 4.40579 -1.64579 -2.31520 0.1995
H -0.37309 -0.25031 2.88707 0.2043
H 0.48268 1.18518 2.33694 0.2008
H -2.03524 1.32689 2.19794 0.2009
H -2.01019 0.03171 0.99919 0.2210
H -0.47584 1.54523 -0.40039 0.1989
H 0.04668 3.18382 1.44085 0.1995
H -0.65559 3.96316 0.02877 0.2100
H -1.64875 3.66582 1.45673 0.2030
H -3.41874 1.90502 0.10864 0.1958
H -2.60717 3.03957 -0.96774 0.2019
H -1.78139 1.19601 -2.36739 0.2086
H -3.53887 1.27862 -2.29729 0.2078
H -1.72145 -0.91149 -1.33185 0.2029
H -2.63061 -2.91006 -0.65738 0.2181
H -4.00420 -2.71601 0.44605 0.2060
H -4.28313 -3.14141 -1.23599 0.2133
H -5.41756 -0.45516 0.23164 0.2161
H -5.20670 0.46160 -1.25941 0.2134
H -5.84917 -1.18498 -1.30891 0.2145

[3]
47
Properties=species:S:1:pos:R:3:nbo_charge:R:1 method="wB97M-V/def2-TZVPD" e_homo_ev=-8.0 fmax_ha_per_bohr=0.0786 gap_ev=7.20 smiles="COc1c(O)c2c3c(c1O)C(=O)[C@@]1(O)C(=C3C(C)=CC2=O)O[C@H](C)C1(C)C" lumo_ev=-0.80
C 3.66676 3.79712 -2.72587 -0.2535
O 3.77764 2.41770 -2.45009 -0.5063
C 2.63931 1.70007 -2.05632 0.1268
C 1.59308 1.31192 -3.02699 0.4437
O 1.87203 1.84931 -4.26964 -0.6703
C 0.47248 0.56357 -2.67153 -0.3181
C 0.38156 0.11727 -1.37115 0.1651
C 1.49970 0.32599 -0.49990 -0.3367
C 2.63561 1.03040 -0.82556 0.4114
O 3.54116 1.24864 0.21620 -0.6876
C 1.48523 -0.32619 0.88416 0.6157
O 2.42532 -0.56193 1.58606 -0.5553
C 0.05864 -0.31049 1.54714 0.0782
O -0.27098 1.01425 1.97732 -0.7048
C -0.95748 -0.76532 0.50439 0.4286
C -0.84593 -0.57978 -0.88894 -0.2125
C -1.90645 -1.03552 -1.87452 0.0944
C -3.07059 -1.91225 -1.47646 -0.6297
C -1.82356 -0.60630 -3.21217 -0.3159
C -0.66017 0.33362 -3.63680 0.5428
O -0.49240 0.66536 -4.80457 -0.6039
O -2.09111 -1.27286 0.97160 -0.4886
C -2.04552 -1.33431 2.41749 0.1188
C -2.92278 -0.08520 2.93425 -0.6409
C -0.42949 -1.16680 2.76389 -0.0162
C -0.01785 -2.62007 2.54187 -0.6514
C -0.12529 -0.70881 4.15949 -0.6426
H 4.62815 4.26576 -2.86658 0.1961
H 2.99956 4.04429 -3.57900 0.1905
H 3.41901 4.33194 -1.76913 0.1693
H 1.26510 1.46134 -4.91075 0.5171
H 3.40078 0.53650 0.92027 0.5040
H -0.31105 1.66835 1.29624 0.4934
H -3.75180 -1.46498 -0.80496 0.2359
H -2.63414 -2.80536 -1.18403 0.2231
H -3.54393 -2.09391 -2.48360 0.2120
H -2.60136 -0.82663 -4.00377 0.2336
H -2.34054 -2.36302 2.84478 0.2045
H -2.97350 -0.02361 4.02734 0.2137
H -3.87017 -0.07851 2.50704 0.2154
H -2.33145 0.69665 2.56223 0.2282
H 1.07572 -2.51739 2.46577 0.2254
H -0.32957 -3.04200 1.57052 0.2180
H -0.16595 -3.36222 3.41346 0.2301
H -0.62997 0.26450 4.16737 0.2309
H -0.66109 -1.30271 4.87161 0.2238
H 0.96729 -0.47840 4.24183 0.2440

[4]
18
Properties=species:S:1:pos:R:3:nbo_charge:R:1 method="wB97M-V/def2-TZVPD" e_homo_ev=-8.3 fmax_ha_per_bohr=0.0696 gap_ev=7.51 lumo_ev=-0.75
C -2.11478 0.92695 -0.54160 -0.1220
C 0.43472 1.11244 1.04783 0.0696
C -1.95846 -0.48452 -0.48913 -0.2558
C 1.93355 -0.96234 0.93332 -0.6301
C 1.00274 0.21870 -1.16547 -0.6595
C 1.15386 0.20222 0.34925 -0.0135
N -1.42008 1.98379 -0.40982 -0.1165
O -0.41131 2.06226 0.50825 -0.3810
S -2.95152 -1.48107 0.35676 0.2554
H -3.09723 1.17225 -1.21763 0.2523
H 0.69812 1.03690 2.16124 0.1917
H 2.81905 -1.07343 0.45089 0.2110
H 1.43374 -1.94228 1.05968 0.2195
H 2.13550 -0.62556 1.91561 0.2077
H 1.86607 0.22021 -1.74625 0.2141
H 0.51118 1.06279 -1.40061 0.2144
H 0.57940 -0.68136 -1.69228 0.2265
H -2.61458 -2.74796 -0.12005 0.1163

Quick rundown of ΔE to the lowest compared entry with this formula, charge and spin, same order as above: 0.0, 0.1, 307.3, 581.6 kJ/mol